Entry 1:
Molecular formula: C18H37BIN10O17
Method: DFT, ωB97M-V/def2-TZVPD

LUMO, eV: -5.3
Gap between HOMO and LUMO, Eh: 0.24348
Multiplicity: 1
E_HOMO, eV: -11.94
Total charge: +1

```
84
Properties=species:S:1:pos:R:3:lowdin_charge:R:1
C -1.444 3.562 -1.408 -0.1371
C -2.227 3.098 -2.810 -0.1276
B -2.770 1.539 -2.511 -0.2931
O -3.986 0.966 -3.158 0.0724
N -1.863 0.737 -1.545 -0.0261
C -2.221 0.486 -0.119 0.0348
C -1.396 -0.288 1.057 -0.5041
I -2.031 -0.591 3.136 0.9278
C 0.083 -0.824 0.474 -0.0452
C 1.190 -1.602 1.400 -0.0683
C 0.214 -0.425 -1.102 -0.0601
N 1.556 -0.856 -1.740 0.0330
C 1.267 -1.017 -3.224 -0.2436
C 1.635 0.077 -4.396 -0.0207
O 0.666 -2.171 -3.623 -0.0409
C 2.638 0.168 -1.477 -0.2699
C 2.444 1.792 -1.366 -0.0270
O 3.895 -0.320 -1.313 -0.0112
N -0.674 0.298 -2.031 0.1730
H -0.446 2.943 -1.230 0.0603
H -1.095 4.702 -1.470 0.1048
H -2.132 3.405 -0.448 0.0887
H -3.113 3.806 -3.097 0.1212
H -1.375 3.030 -3.625 0.1216
H -4.153 1.380 -4.055 0.1309
H -3.277 0.930 0.221 0.1579
H 1.768 -2.381 0.717 0.1154
H 1.990 -0.851 1.862 0.1250
H 0.679 -2.138 2.319 0.0801
H 2.812 0.105 -4.563 0.0914
H 1.128 -0.221 -5.435 0.1154
H 1.208 1.165 -4.155 0.0900
H 2.097 2.097 -0.282 0.1067
H 1.716 2.195 -2.191 0.0770
H 3.499 2.310 -1.570 0.0982
C -2.247 1.787 7.138 0.0125
N -1.090 1.291 6.344 -0.4360
O -0.673 2.019 5.436 0.0076
O -0.632 0.185 6.657 0.0282
H -2.544 2.765 6.755 0.0977
H -3.058 1.065 7.023 0.1066
H -1.925 1.860 8.179 0.0691
C 6.435 1.415 -3.454 0.0574
N 5.188 2.225 -3.480 -0.3902
O 4.120 1.616 -3.619 -0.0265
O 5.315 3.449 -3.362 0.0799
H 6.175 0.361 -3.568 0.0959
H 7.063 1.749 -4.283 0.0894
H 6.922 1.590 -2.492 0.1110
C 6.358 -0.870 -6.829 0.0349
N 7.629 -0.102 -6.731 -0.4215
O 7.543 1.131 -6.679 0.0367
O 8.677 -0.758 -6.709 0.0675
H 5.522 -0.168 -6.838 0.0917
H 6.391 -1.443 -7.757 0.1053
H 6.302 -1.526 -5.958 0.0998
C -4.124 3.427 11.028 0.0494
N -3.561 2.690 9.864 -0.3888
O -4.119 2.845 8.772 0.0470
O -2.574 1.977 10.080 0.0436
H -4.984 4.011 10.693 0.0555
H -4.426 2.686 11.771 0.1080
H -3.340 4.081 11.414 0.1122
C -0.858 -4.652 -4.691 0.0336
N -0.294 -5.389 -5.854 -0.4150
O -0.853 -5.234 -6.947 0.0606
O 0.692 -6.102 -5.638 0.0387
H -1.718 -4.068 -5.025 0.0984
H -1.160 -5.393 -3.947 0.1038
H -0.074 -3.998 -4.304 0.0562
C -8.916 5.018 11.525 0.0459
N -7.448 4.780 11.491 -0.4095
O -6.956 4.144 12.430 0.0589
O -6.831 5.239 10.522 0.0447
H -9.327 4.561 12.428 0.0996
H -9.075 6.098 11.532 0.1056
H -9.345 4.559 10.632 0.1045
C 1.634 -9.141 -5.764 0.0169
N 2.321 -10.453 -5.910 -0.4275
O 3.365 -10.474 -6.572 0.0534
O 1.792 -11.424 -5.356 0.0467
H 2.207 -8.381 -6.299 0.0888
H 0.634 -9.243 -6.192 0.1021
H 1.588 -8.910 -4.698 0.0991
```



Entry 2:
Molecular formula: C4H6N2O2
Method: DFT, ωB97M-V/def2-TZVPD

LUMO, eV: 0.6
Relative energy (zero: lowest compared OMol25 entry of this formula, charge and spin), kcal/mol: 87.2
Gap between HOMO and LUMO, Eh: 0.37844
Multiplicity: 1
SMILES: O=C/N=C1\NCCO1
E_HOMO, eV: -9.73

```
14
Properties=species:S:1:pos:R:3:lowdin_charge:R:1
O -2.542 -0.257 1.183 -0.0984
C -1.883 0.755 1.653 -0.2060
N -0.496 1.242 1.442 0.1208
C 0.064 0.748 0.418 -0.4198
N -0.397 -0.466 -0.214 0.0465
C 0.721 -1.195 -0.821 -0.0999
C 1.626 0.115 -0.973 -0.0871
O 1.108 1.306 -0.265 0.0403
H -2.794 1.495 2.172 0.1733
H -1.165 -1.051 0.270 0.1386
H 1.298 -1.819 -0.112 0.1291
H 0.473 -1.405 -1.795 0.0840
H 1.392 0.356 -2.010 0.1172
H 2.596 0.177 -0.947 0.0613
```



Entry 3:
Molecular formula: C21H66ClCuN20O13
Method: DFT, ωB97M-V/def2-TZVPD

LUMO (spin up / spin down), eV: -1.4 / -3.4
Gap between HOMO and LUMO (spin up / spin down), Eh: 0.32875 / 0.25750
Multiplicity: 2
E_HOMO (spin up / spin down), eV: -10.39 / -10.39
Expectation value of S²: 0.7521
Total charge: +1

```
122
Properties=species:S:1:pos:R:3:lowdin_charge:R:1
Cu -0.868 0.225 -1.082 0.4628
Cl -1.182 -1.726 0.120 0.2920
C -1.214 1.972 1.539 -0.6856
O -0.328 1.599 0.735 -0.0395
N -1.094 3.276 1.943 0.1942
N -2.298 1.297 1.849 0.1850
H -1.739 3.512 2.671 0.1025
H -0.462 3.930 1.514 0.0629
H -2.243 0.252 1.720 0.0814
H -3.049 1.622 2.506 0.1526
C 3.153 -1.395 -0.740 -0.6729
O 2.812 -1.581 -1.877 0.0332
N 2.337 -0.896 0.240 0.1466
N 4.406 -1.805 -0.315 0.1434
H 1.325 -1.067 0.213 0.0398
H 2.789 -0.816 1.160 0.0841
H 4.773 -1.639 0.622 0.0995
H 5.131 -2.063 -1.015 0.1262
C 0.138 6.328 -0.484 -0.6279
O -0.210 5.646 0.508 -0.0175
N 1.334 6.116 -1.148 0.1684
N -0.577 7.306 -1.070 0.1583
H 1.334 6.194 -2.164 0.0597
H 1.833 5.330 -0.859 0.0105
H -0.984 7.918 -0.414 0.0921
H -0.179 7.793 -1.862 0.1116
C 2.709 3.233 0.542 -0.6494
O 2.321 3.484 -0.585 -0.0230
N 2.949 1.949 0.857 0.1602
N 2.741 4.193 1.546 0.1629
H 2.476 1.228 0.289 0.0729
H 2.927 1.581 1.822 0.0697
H 3.514 4.264 2.213 0.1102
H 2.553 5.145 1.223 0.0906
C 2.654 4.937 -4.240 -0.6217
O 1.525 5.361 -3.908 -0.0334
N 3.410 4.071 -3.466 0.1742
N 3.119 5.071 -5.497 0.1499
H 4.353 3.947 -3.742 0.0851
H 3.204 3.931 -2.472 0.0766
H 4.088 5.053 -5.740 0.0966
H 2.606 5.808 -6.050 0.1442
C -2.660 -2.341 3.775 -0.6509
O -2.626 -1.105 3.734 -0.0167
N -1.813 -3.070 3.032 0.1540
N -3.512 -3.080 4.531 0.1722
H -1.955 -4.068 3.019 0.1117
H -1.335 -2.677 2.257 -0.0258
H -3.714 -4.010 4.185 0.1062
H -4.339 -2.715 4.921 0.0952
C -4.816 4.275 -2.064 -0.5750
O -4.864 3.092 -2.311 0.0263
N -5.253 5.294 -3.010 0.1628
N -4.235 4.826 -0.948 0.1582
H -5.439 6.147 -2.594 0.0507
H -5.720 4.973 -3.825 0.0891
H -3.648 4.256 -0.349 0.1031
H -4.184 5.862 -0.960 0.1219
C -4.094 -0.073 -1.152 -0.6218
O -2.991 0.472 -1.276 -0.0674
N -5.169 0.465 -1.736 0.1827
N -4.155 -1.272 -0.466 0.1495
H -4.944 1.403 -2.151 0.0761
H -6.066 0.029 -1.896 0.1164
H -3.265 -1.521 -0.136 -0.0762
H -5.112 -1.541 -0.182 0.1241
C 0.945 -0.126 3.447 -0.5817
O 1.886 0.473 2.852 -0.0588
N 1.058 -1.498 3.697 0.1848
N -0.106 0.595 3.872 0.1879
H 1.792 -1.862 3.140 0.0608
H 0.180 -2.040 3.620 0.0763
H -0.171 1.549 3.535 0.0877
H -1.011 0.146 4.006 0.0700
C -1.438 5.237 -5.120 -0.1250
O -1.784 4.166 -4.279 -0.2169
C -1.379 4.254 -2.844 -0.0951
C -1.763 2.796 -2.266 -0.1282
N -0.538 1.943 -2.110 -0.0422
C 0.087 1.668 -3.456 -0.1242
C 0.489 0.245 -3.645 -0.1429
O -0.388 -0.642 -2.842 -0.2925
C -0.042 -2.023 -3.117 -0.0700
H -1.104 6.096 -4.514 0.0772
H -2.287 5.548 -5.736 0.0888
H -0.513 5.016 -5.650 0.0707
H -1.994 4.974 -2.298 0.0938
H -0.310 4.430 -2.835 0.0838
H -2.511 2.277 -2.868 0.1113
H -2.308 2.880 -1.360 0.0691
H 0.122 2.516 -1.622 0.0909
H 0.899 2.325 -3.785 0.1334
H -0.646 1.875 -4.231 0.1231
H 1.491 0.060 -3.332 0.1035
H 0.423 -0.020 -4.728 0.1485
H -0.237 -2.141 -4.215 0.1077
H -0.595 -2.711 -2.423 0.0765
H 1.059 -2.152 -2.960 0.0752
C 1.141 -4.489 0.832 -0.1119
O 0.830 -4.695 2.195 -0.2008
C 1.989 -4.945 2.930 -0.2414
C 2.724 -6.291 2.651 -0.1914
N 1.920 -7.391 3.214 -0.0694
C 2.487 -8.754 3.085 -0.1930
C 1.359 -9.787 3.317 -0.2497
O 0.836 -9.983 4.601 -0.1949
C 1.672 -10.638 5.502 -0.1238
H 0.245 -4.282 0.339 0.0356
H 1.555 -5.408 0.427 0.0804
H 1.886 -3.697 0.568 0.0929
H 1.685 -4.865 3.971 0.1254
H 2.707 -4.145 2.681 0.1082
H 3.650 -6.358 3.311 0.1433
H 2.934 -6.355 1.581 0.0976
H 1.043 -7.373 2.751 0.0832
H 3.283 -9.001 3.790 0.1074
H 2.733 -8.987 1.968 0.1424
H 1.702 -10.795 2.872 0.1435
H 0.506 -9.410 2.805 0.1021
H 2.091 -11.516 4.998 0.0851
H 1.015 -10.884 6.369 0.1049
H 2.526 -10.012 5.816 0.0852
```



Entry 4:
Molecular formula: C7H19N3O7PZn
Method: DFT, ωB97M-V/def2-TZVPD

LUMO (spin up / spin down), eV: -0.1 / -0.4
Gap between HOMO and LUMO (spin up / spin down), Eh: 0.28438 / 0.27006
Multiplicity: 2
E_HOMO (spin up / spin down), eV: -7.83 / -7.78
Expectation value of S²: 0.7608

```
38
Properties=species:S:1:pos:R:3:lowdin_charge:R:1
Zn -0.348 0.249 -0.198 0.5920
P -1.947 2.304 -0.111 0.0670
O -0.775 1.935 -1.110 -0.3842
O -3.386 2.417 -0.722 -0.1905
O -1.926 3.614 0.690 -0.2402
O -1.804 0.994 0.695 -0.3923
C 1.376 1.851 2.145 -0.7068
O 1.085 1.247 1.121 0.0284
N 0.554 2.187 3.126 0.1941
N 2.567 2.252 2.431 0.1742
H 0.840 2.686 3.956 0.1191
H -0.389 1.909 2.894 0.1148
H 3.287 1.967 1.783 0.1217
H 2.776 2.865 3.206 0.1212
C 2.318 0.901 -1.784 -0.0410
O 1.291 -0.090 -1.431 -0.2218
C 2.034 -1.298 -1.026 -0.1880
C 1.105 -2.272 -0.361 -0.1548
N 0.153 -1.627 0.603 -0.0559
C -1.231 -2.169 0.778 -0.1384
C -1.871 -2.199 -0.615 -0.1781
O -1.704 -0.978 -1.377 -0.2399
C -2.894 -0.498 -1.974 -0.0708
H 2.861 0.657 -2.697 0.0942
H 3.012 0.941 -0.944 0.0754
H 1.840 1.879 -1.851 0.0949
H 2.824 -1.158 -0.288 0.1194
H 2.554 -1.772 -1.859 0.1335
H 1.757 -3.023 0.087 0.1316
H 0.564 -2.636 -1.234 0.1156
H 0.586 -1.876 1.481 0.1249
H -1.891 -1.553 1.389 0.1207
H -1.186 -3.135 1.281 0.1248
H -2.920 -2.419 -0.421 0.1282
H -1.498 -2.985 -1.271 0.1179
H -3.649 -0.204 -1.245 0.0948
H -3.200 -1.359 -2.568 0.0943
H -2.762 0.399 -2.580 0.1000
```



Entry 5:
Molecular formula: C3H8N2OP2
Method: DFT, ωB97M-V/def2-TZVPD

LUMO, eV: -0.2
Relative energy (zero: lowest compared OMol25 entry of this formula, charge and spin), kcal/mol: 11.1
Gap between HOMO and LUMO, Eh: 0.33539
Multiplicity: 1
SMILES: [H]/N=P/N=P/OCCC
E_HOMO, eV: -9.30

```
16
Properties=species:S:1:pos:R:3:lowdin_charge:R:1
H 3.403 -2.670 -2.831 -0.0617
N 2.532 -2.281 -2.436 -0.3595
P 1.278 -2.241 -3.414 0.6228
N 0.372 -1.237 -2.407 -0.5975
P -0.238 -1.365 -0.977 0.8465
O -0.981 0.078 -0.950 -0.4256
C -1.508 0.795 0.140 -0.2847
C -0.467 1.536 1.086 -0.2272
C 0.001 0.458 2.077 -0.1273
H -1.880 0.117 0.922 0.0981
H -2.172 1.551 -0.360 0.1319
H 0.247 2.118 0.497 0.1000
H -0.971 2.392 1.628 0.1185
H -0.690 0.410 2.892 0.0667
H 0.155 -0.501 1.597 0.0226
H 0.919 0.840 2.536 0.0765
```



| no. | M (g mol⁻¹) | E_tot (eV) |
| --- | --- | --- |
| 1 | 803.3 | -77715.35517 |
| 2 | 114.1 | -11317.25847 |
| 3 | 905.9 | -136432.25660 |
| 4 | 353.6 | -84077.87076 |
| 5 | 150.1 | -26844.98155 |